This record from the Open Molecules 2025 dataset describes an isolated ion of composition C12H7F3N5O2S and charge -1. The level of theory is ωB97M-V/def2-TZVPD.

Geometry as XYZ:
```
30
Properties=species:S:1:pos:R:3:forces:R:3:nbo_charge:R:1
O -2.07794 -3.02713 1.89549 -0.483 -0.374 -1.487 -0.499
N -2.31868 -2.70967 0.69335 -0.075 0.452 0.259 0.489
C -2.07789 -1.35040 0.37460 -0.715 -1.543 0.802 -0.152
C -1.56228 -0.63780 1.56905 0.003 0.932 -0.122 -0.142
N -1.54238 0.79642 1.29377 -0.342 1.489 -0.432 -0.231
N -1.05050 1.75449 2.14043 -0.319 0.334 -0.512 -0.105
N -1.31509 2.91543 1.60156 -0.261 -1.987 -0.352 -0.074
N -1.98127 2.76599 0.42687 -0.096 -1.272 -0.012 -0.347
C -2.14152 1.42720 0.23721 1.086 0.617 1.273 0.320
C -2.75229 0.64900 -0.78692 -0.255 -0.208 -0.810 -0.409
C -2.71663 -0.73209 -0.69372 -0.007 0.999 -0.350 -0.114
O -2.75269 -3.52097 -0.15872 0.379 0.646 0.701 -0.499
H -2.23163 -0.80998 2.43792 0.895 -0.120 -0.066 0.240
H -3.14709 1.19919 -1.63712 -0.114 -0.349 0.172 0.222
H -3.20158 -1.38322 -1.42446 0.223 0.298 0.144 0.238
F 3.73025 2.53227 0.47781 -0.432 -0.119 -0.934 -0.329
C 3.15976 2.15099 -0.70526 -0.259 0.523 0.094 0.973
F 2.22618 3.10430 -1.04023 1.078 -0.573 0.310 -0.327
F 4.14377 2.19955 -1.65336 -0.680 0.094 0.653 -0.335
C 2.50291 0.80065 -0.61030 0.281 0.337 -0.027 -0.104
C 2.65327 -0.09331 -1.65341 -0.196 -0.331 -0.097 -0.195
C 2.09219 -1.36061 -1.55377 0.042 -0.102 0.041 -0.226
C 1.31159 -1.69485 -0.45842 -0.246 0.402 0.548 -0.178
C 1.06269 -0.74361 0.55512 0.767 0.027 -0.698 -0.190
S 0.13396 -1.23878 1.95841 0.297 -0.104 1.174 0.249
C 1.73820 0.48654 0.50392 -0.386 -0.603 0.141 -0.195
H 3.20812 0.18379 -2.53638 0.153 0.009 0.016 0.221
H 2.30045 -2.10116 -2.31726 -0.112 0.066 -0.024 0.212
H 0.91133 -2.69602 -0.30538 -0.034 0.237 -0.277 0.236
H 1.69481 1.13380 1.36922 -0.193 0.219 -0.127 0.250
```
Forces are in eV/Å.

As for the spin multiplicity: 1. The LUMO energy is 2.897 eV. The value obtained for the largest force on an atom is 0.0396 hartree/bohr. As for the HOMO-LUMO gap: 6.92 eV. The net charge is -1. For the calculated total energy, the calculation gives -1583.4986 a.u.

=====

This record from the Open Molecules 2025 dataset describes C36H80F6N7NaO12S6 as an isolated structure. The level of theory is ωB97M-V/def2-TZVPD.

Geometry as XYZ:
```
148
Properties=species:S:1:pos:R:3:forces:R:3:lowdin_charge:R:1
Na 1.12453 -0.32794 -0.28249 0.140 -0.286 0.288 0.402
C 3.20980 -4.97155 -1.99348 -0.893 0.080 0.510 -0.072
C 2.17808 -4.03234 -2.70146 0.471 -0.572 -0.271 -0.211
C 0.84535 -4.81410 -2.95856 -0.312 0.267 0.172 -0.072
N -0.52908 -4.01571 -3.07685 0.055 0.712 -0.738 -0.191
C -1.03636 -3.48336 -1.68318 1.486 1.126 -0.465 -0.082
C -2.42639 -2.88647 -1.64912 -0.615 -1.028 -1.375 -0.160
C -3.33928 -3.96734 -2.24157 -0.779 -0.188 -0.175 -0.175
C -2.99878 -4.34323 -3.71145 0.862 0.341 0.648 -0.134
C -1.58677 -4.93075 -3.74308 0.958 -0.322 1.907 -0.107
C -0.23837 -2.89147 -4.11469 -0.024 -0.470 1.501 0.042
H 3.11521 -6.00372 -2.33077 -0.112 0.007 -0.374 0.080
H 3.02051 -5.02000 -0.92114 0.199 0.126 -0.082 0.061
H 4.24305 -4.68480 -2.18913 -0.152 0.236 0.100 0.077
H 2.74769 -3.73696 -3.58261 -0.854 -0.165 -0.787 0.087
H 2.03197 -3.06067 -2.22966 -0.130 -0.357 0.666 0.081
H 0.70685 -5.58628 -2.20183 -0.222 0.429 0.504 0.129
H 0.93134 -5.42208 -3.85915 -0.134 0.425 -0.381 0.127
H -0.88151 -4.21645 -0.89154 -0.078 -0.496 -0.468 0.120
H -0.35438 -2.67533 -1.41850 0.471 -0.106 -0.195 0.101
H -2.67923 -2.59200 -0.63057 0.098 -0.421 0.175 0.116
H -2.56133 -1.97040 -2.22420 0.432 0.006 -0.248 0.093
H -3.26367 -4.88073 -1.65159 0.115 -0.109 0.178 0.118
H -4.39421 -3.69892 -2.18524 -0.015 0.218 -0.087 0.112
H -3.67999 -5.12280 -4.05250 -0.010 0.148 -0.128 0.126
H -3.06989 -3.46532 -4.35358 -0.167 -0.068 -0.133 0.116
H -1.55698 -5.77212 -3.05075 -0.307 -0.381 -0.107 0.131
H -1.12383 -5.29960 -4.65835 -0.466 0.422 -0.279 0.130
H 0.54978 -2.29700 -3.65261 0.201 -0.113 -0.603 0.074
H -1.05381 -2.19528 -4.31083 -0.318 -0.419 0.234 0.093
H 0.02275 -3.45338 -5.01144 0.334 0.497 0.020 0.116
C -9.92844 2.37677 3.52517 -0.324 1.238 0.175 -0.091
C -8.95523 1.23434 3.36352 -0.195 -0.586 1.021 -0.247
C -7.53263 1.58445 2.95948 -0.775 -1.012 -0.872 -0.095
N -6.70020 0.27468 2.68537 0.645 -0.610 -1.796 -0.233
C -6.54470 -0.63627 3.92586 -0.467 0.508 -0.125 -0.085
C -5.41325 -1.66697 3.88282 0.221 0.768 -1.353 -0.132
C -4.14590 -1.01985 3.31429 1.090 -1.736 1.004 -0.210
C -4.32303 -0.40883 1.94262 0.521 0.711 1.262 -0.158
C -5.33984 0.73868 2.15583 0.131 -0.660 -0.653 -0.102
C -7.31138 -0.55944 1.53189 0.043 1.006 1.216 0.047
H -9.55604 3.09036 4.26016 0.272 0.424 -0.367 0.084
H -10.91393 2.17468 3.94476 0.168 -1.058 0.077 0.087
H -10.21360 2.85373 2.58746 0.565 0.297 -0.098 0.085
H -9.39909 0.54033 2.64979 0.204 -0.248 0.195 0.109
H -8.83952 0.79634 4.35492 -0.454 -0.605 -0.046 0.112
H -7.01580 2.19673 3.69848 0.152 -0.247 -0.026 0.139
H -7.62944 2.12272 2.01662 0.728 -0.031 -0.161 0.136
H -6.46238 0.14547 4.68099 0.228 -0.601 0.628 0.136
H -7.46534 -1.20996 4.03257 -0.277 0.582 0.128 0.130
H -5.30127 -2.19944 4.82730 0.110 0.625 0.284 0.134
H -5.65915 -2.48847 3.20992 -0.403 0.044 -0.255 0.121
H -3.71279 -0.33356 4.04196 -0.253 0.617 -0.073 0.118
H -3.36044 -1.77520 3.29012 -0.220 -0.219 -0.192 0.095
H -3.35795 -0.01614 1.62246 0.052 0.828 0.348 0.096
H -4.37515 -1.14972 1.14483 -1.369 -0.087 0.032 0.119
H -4.99334 1.43277 2.92151 0.390 -0.029 -0.180 0.130
H -5.47725 1.26010 1.20856 -0.472 0.248 0.213 0.136
H -8.19924 -0.99425 1.99096 -0.056 -0.063 -0.765 0.099
H -6.61567 -1.32084 1.17927 -0.033 0.117 0.413 0.098
H -7.47670 0.15492 0.72537 -0.452 -0.255 0.011 0.115
C 4.64682 -1.50315 -4.44827 -0.744 0.320 -0.221 -0.093
C 5.20338 -0.23376 -3.84016 -0.050 0.942 -0.426 -0.218
C 5.10325 0.98471 -4.87427 1.383 -0.761 1.442 -0.063
N 6.28959 1.98303 -4.73227 -1.895 0.663 -0.809 -0.248
C 6.12426 3.09905 -5.82871 -0.350 0.581 1.752 -0.069
C 5.03250 4.14054 -5.47691 -0.577 -0.306 1.033 -0.142
C 5.16331 4.71613 -4.04394 -0.055 0.546 -0.348 -0.177
C 5.33993 3.72384 -2.91446 -0.074 -2.239 -1.616 -0.158
C 6.30156 2.59736 -3.31409 3.161 0.319 -0.449 -0.083
C 7.58728 1.28476 -5.09107 -1.249 -0.721 -0.087 0.019
H 4.76086 -2.34411 -3.76425 0.162 -0.059 -0.213 0.073
H 5.04667 -1.70072 -5.44285 0.364 -0.285 0.176 0.083
H 3.58099 -1.34753 -4.61517 -0.190 -0.157 0.027 0.064
H 6.18859 -0.43832 -3.42108 0.279 0.288 -0.421 0.101
H 4.62293 0.03032 -2.95616 -0.113 0.074 -0.043 0.087
H 4.16366 1.48900 -4.64851 0.290 0.287 -0.381 0.109
H 5.15902 0.65323 -5.91114 -0.227 -0.109 0.079 0.126
H 5.96938 2.63545 -6.80297 0.131 -0.135 0.214 0.132
H 7.09170 3.59573 -5.75468 0.025 0.082 -0.459 0.129
H 4.00897 3.77197 -5.54518 0.077 -0.578 -0.328 0.111
H 5.05153 4.98622 -6.16435 0.360 -0.209 -0.225 0.121
H 4.30506 5.32546 -3.76071 -0.298 -0.048 -0.485 0.120
H 5.95777 5.46046 -4.09771 0.500 -0.195 0.430 0.116
H 4.52129 3.02552 -2.74041 -1.265 1.344 0.242 0.094
H 5.61117 4.23950 -1.99325 0.206 -0.562 -0.038 0.128
H 6.33317 1.72209 -2.66524 -0.279 0.282 0.253 0.125
H 7.31102 3.00789 -3.33796 0.317 0.016 0.402 0.128
H 7.67888 0.35604 -4.52789 0.199 0.419 0.356 0.097
H 8.47249 1.91749 -5.02661 -0.370 0.081 0.135 0.115
H 7.39519 0.94257 -6.10799 0.438 0.221 -0.184 0.107
C -1.54536 2.73234 1.06733 -1.525 0.923 1.143 -0.068
C -1.41740 2.45390 2.58957 1.065 -0.344 -0.156 -0.199
C 0.01406 1.92722 2.91625 0.134 0.802 1.015 -0.105
N 0.56194 2.18384 4.31833 0.824 -0.119 2.384 -0.223
C -0.53451 1.61992 5.31222 1.774 0.009 0.265 -0.066
C -0.01284 1.56142 6.76837 -0.121 -0.073 -0.163 -0.170
C 1.26597 0.75429 6.91806 1.333 1.213 -0.182 -0.163
C 2.40014 1.38051 6.04476 -1.085 0.313 -1.607 -0.129
C 1.99078 1.47225 4.52448 -0.919 -0.604 1.006 -0.042
C 0.81471 3.66835 4.59731 -1.170 -1.080 -0.408 0.042
H -2.43054 3.36506 1.13237 -0.323 0.147 -0.800 0.078
H -1.84771 1.91249 0.41577 0.579 -0.126 0.227 0.043
H -0.80317 3.40277 0.63401 0.338 -0.498 0.092 0.086
H -2.23229 1.81477 2.92955 0.268 -0.724 -0.169 0.084
H -1.68631 3.35402 3.14235 0.663 0.414 -0.141 0.102
H 0.73356 2.46150 2.29578 -0.044 -0.431 -0.380 0.102
H 0.08744 0.84058 2.87242 0.006 0.035 -0.628 0.112
H -0.71354 0.64778 4.85288 -0.236 -0.235 0.503 0.122
H -1.43806 2.22883 5.28199 0.217 0.163 -0.459 0.120
H -0.74862 1.18163 7.47723 -0.457 -0.480 -0.518 0.120
H 0.10612 2.55411 7.20255 0.333 0.391 -0.495 0.115
H 1.08017 -0.30206 6.72391 0.263 0.005 -0.100 0.121
H 1.64324 0.90654 7.92929 -0.304 -0.508 0.231 0.117
H 3.38011 0.90570 6.09280 -0.273 -0.576 -0.084 0.125
H 2.65337 2.40001 6.33558 -0.389 0.113 0.496 0.103
H 1.89160 0.46261 4.12587 -0.130 0.002 -0.144 0.120
H 2.74567 2.01493 3.95548 -0.367 0.174 -0.224 0.106
H -0.23296 3.95739 4.68069 0.375 1.378 -0.674 0.095
H 1.47827 3.99541 3.79681 -0.633 0.504 -0.202 0.106
H 1.27569 3.96652 5.53896 0.103 -0.976 0.106 0.102
N 2.81348 0.96293 0.71455 -4.724 3.760 -1.620 -0.301
S 4.15757 0.46534 0.94977 8.225 -8.870 5.779 0.412
O 4.75675 0.79235 2.23246 -0.978 0.354 -1.441 -0.245
O 5.06686 0.36415 -0.12466 -0.075 -0.228 -1.286 -0.233
F 3.60634 -1.08941 1.26810 0.659 1.333 -0.827 -0.224
S 3.24423 2.49584 0.58344 -1.380 8.294 -0.860 0.575
O 4.12299 2.97951 -0.48910 -1.008 -2.169 2.232 -0.257
O 3.33183 3.25558 1.84278 -0.418 -2.150 -1.928 -0.272
F 1.85255 2.95671 -0.02722 -0.603 -0.211 0.266 -0.184
N 0.35168 0.41031 -2.34564 -4.036 0.412 2.217 -0.278
S -1.28590 0.94987 -2.54670 -5.055 0.885 2.175 0.580
O -2.11535 0.36717 -3.58631 2.108 0.164 0.992 -0.245
O -1.67932 2.28819 -2.14053 1.996 -1.307 -0.912 -0.243
F -1.76616 0.18092 -1.25406 0.200 -1.191 0.925 -0.211
S 0.72247 1.01011 -3.66775 6.838 4.404 -8.702 0.452
O 0.84628 2.51126 -3.82437 -1.468 -4.493 0.999 -0.276
O 0.34198 0.20869 -4.82011 -0.461 1.116 1.281 -0.279
F 2.31074 0.65828 -3.70333 -0.123 -0.244 1.137 -0.219
N 0.56527 -2.24231 1.26942 -4.251 3.058 3.434 -0.258
S -0.20797 -2.55565 2.74984 -1.914 2.888 4.811 0.579
O 0.53705 -2.18124 3.97072 -1.233 -0.305 -3.190 -0.275
O -1.08109 -3.68551 2.87119 1.000 0.172 -0.958 -0.236
F -1.30761 -1.38561 2.63166 0.516 0.606 -0.536 -0.224
S 1.31866 -3.51575 1.38099 7.329 -7.321 -5.130 0.391
O 0.66443 -4.68953 0.82923 0.025 1.069 0.963 -0.276
O 2.31118 -3.69930 2.39344 -1.349 0.255 0.295 -0.207
F 2.28491 -3.13837 0.10456 -0.283 0.298 0.090 -0.238
```
Forces are in eV/Å.

As for the spin multiplicity: 1. The LUMO energy is -4.122 eV. The value obtained for the largest force on an atom is 0.2607 hartree/bohr. As for the HOMO-LUMO gap: 9.83 eV. The net charge is +2. For the calculated total energy, the calculation gives -5855.7176 a.u.

=====

This record from the Open Molecules 2025 dataset describes a single C4H8 molecule. The level of theory is ωB97M-V/def2-TZVPD.

Geometry as XYZ:
```
12
Properties=species:S:1:pos:R:3:forces:R:3:nbo_charge:R:1
C -0.18513 0.56977 -1.28067 0.648 0.101 -1.675 -0.654
C -0.22067 -0.07459 0.05694 1.828 0.475 0.967 0.008
C 1.09159 0.04397 0.87251 -0.423 2.371 0.070 -0.650
C -1.23314 -0.75290 0.53802 -1.994 -0.823 -1.804 -0.412
H -0.74491 1.60080 -1.28487 1.423 -1.850 -0.182 0.235
H 0.95930 0.59859 -1.55311 -2.411 0.637 0.049 0.214
H -0.66209 -0.13779 -2.03892 0.382 1.196 0.817 0.223
H 1.93112 0.51817 0.30752 -0.712 -0.631 0.185 0.208
H 1.00076 0.70729 1.76992 -0.280 -0.385 -0.639 0.219
H 1.39320 -0.88423 1.26406 0.447 -1.319 0.272 0.219
H -2.10864 -1.00285 -0.16033 1.134 0.578 1.344 0.193
H -1.22139 -1.18624 1.50892 -0.041 -0.350 0.595 0.197
```
Forces are in eV/Å.

As for the spin multiplicity: 1. The LUMO energy is 1.140 eV. The value obtained for the largest force on an atom is 0.0547 hartree/bohr. As for the HOMO-LUMO gap: 10.42 eV. The net charge is 0. For the calculated total energy, the calculation gives -157.1575 a.u. Its structure (SMILES) is C=C(C)C.

=====

This record from the Open Molecules 2025 dataset describes a 5-piece molecular cluster, C12H37N3O5 overall. The level of theory is ωB97M-V/def2-TZVPD.

Geometry as XYZ:
```
57
Properties=species:S:1:pos:R:3:forces:R:3:nbo_charge:R:1
O 2.18578 -5.18584 -11.69250 -1.773 1.455 -2.997 -1.210
H 2.88608 -5.63747 -12.16917 1.537 -1.161 -1.479 0.291
H 1.47956 -5.82367 -11.56589 -1.534 -1.426 -0.202 0.364
H 2.51667 -5.01317 -10.80803 1.962 0.840 4.689 0.512
O 3.02429 -4.88331 -9.43296 -0.965 0.272 -0.256 -1.215
H 2.26046 -4.45297 -9.00180 0.223 -0.546 -0.156 0.418
C 0.54772 -1.99328 -11.01441 0.359 2.530 0.177 -0.636
C 1.98272 -1.57405 -11.43504 -0.654 -2.743 -1.211 -0.087
C 2.24077 -0.11612 -11.91836 0.244 -1.392 0.164 -0.064
O 1.54750 0.14798 -13.11743 0.456 0.414 -1.557 -0.554
C 2.34229 0.90904 -14.09106 -1.183 -0.409 1.469 -0.246
N 3.02478 -2.12991 -10.60510 0.569 2.114 1.387 -0.853
H 0.30578 -1.48617 -10.08038 -0.116 -0.543 0.623 0.182
H 0.41888 -3.07564 -11.01762 -0.058 0.254 0.097 0.211
H -0.10568 -1.46278 -11.70704 -0.393 -0.565 -0.403 0.206
H 2.07173 -2.33826 -12.20715 0.195 1.058 -1.636 0.195
H 3.31224 -0.02565 -12.09687 0.194 -0.112 0.163 0.177
H 1.97074 0.62019 -11.16137 -0.165 0.105 0.280 0.155
H 2.47132 1.89812 -13.65155 0.294 0.248 -0.253 0.163
H 1.76347 0.99233 -15.01091 -0.050 -0.121 0.153 0.187
H 3.31104 0.45568 -14.30103 -0.003 -0.192 0.133 0.174
H 2.96536 -1.62590 -9.73186 0.562 0.064 0.665 0.340
H 2.87177 -3.08216 -10.30526 -0.065 -0.446 -0.371 0.392
C 4.88900 -4.86689 -6.41053 1.553 0.886 -0.922 -0.640
C 4.97688 -3.32812 -6.78015 -0.956 -2.056 -0.754 -0.055
C 6.14140 -3.01554 -7.74249 0.139 0.649 -0.079 -0.060
O 7.35959 -2.85049 -7.05280 1.315 -0.110 0.394 -0.563
C 8.60803 -2.64498 -7.75054 -0.752 -0.025 0.810 -0.246
N 3.74329 -3.05742 -7.52903 -0.108 1.492 0.698 -0.879
H 4.09079 -5.07256 -5.69733 0.241 -0.070 0.041 0.198
H 5.87193 -5.25645 -6.14559 0.029 0.023 0.976 0.198
H 4.74469 -5.41298 -7.34276 -0.710 0.129 -0.110 0.227
H 4.93394 -2.74721 -5.85885 0.603 0.306 -0.156 0.181
H 5.96698 -2.07808 -8.27054 -0.550 0.149 -0.067 0.172
H 6.21978 -3.77600 -8.51945 -0.130 -0.423 0.018 0.170
H 9.18942 -2.02029 -7.07241 0.139 -0.100 0.024 0.179
H 8.59675 -2.11433 -8.70258 -0.723 0.049 -0.160 0.169
H 9.14694 -3.57930 -7.90775 -0.123 -0.232 0.007 0.166
H 2.96987 -3.37267 -6.96111 -0.200 0.132 0.321 0.333
H 3.65698 -3.66150 -8.33386 0.581 -0.416 -0.535 0.407
C 2.31189 -7.92430 -6.66744 0.008 -0.584 -0.378 -0.619
C 3.20001 -8.21875 -7.92125 1.192 0.233 1.388 -0.057
C 3.73866 -9.68612 -7.94865 -2.111 1.588 0.007 -0.072
O 4.62188 -9.80434 -6.86776 0.892 -1.032 -0.098 -0.538
C 5.26253 -11.08829 -6.88488 0.318 1.187 0.550 -0.258
N 2.51113 -7.74709 -9.08738 -0.363 -0.574 -0.512 -0.893
H 1.27655 -8.18820 -6.88313 -0.090 -0.088 -0.174 0.202
H 2.30714 -6.87185 -6.38385 0.191 0.108 -0.293 0.208
H 2.59776 -8.48059 -5.77473 0.319 -0.109 -0.080 0.203
H 4.10269 -7.62770 -7.76657 0.390 0.163 0.109 0.160
H 4.14982 -10.00405 -8.90676 0.429 0.320 -0.119 0.165
H 2.80545 -10.23652 -7.82915 0.012 -0.954 0.324 0.153
H 6.06872 -11.12775 -6.15234 -0.491 0.283 0.787 0.182
H 5.89577 -11.19831 -7.76522 -0.802 -0.439 -0.800 0.172
H 4.49948 -11.83369 -6.66076 0.332 -0.482 -0.471 0.174
H 2.57405 -6.74068 -9.02997 -0.439 0.850 0.105 0.414
H 3.07704 -7.86721 -9.91527 0.229 -0.554 -0.331 0.340
```
Forces are in eV/Å.

As for the spin multiplicity: 2. The LUMO energy (alpha / beta) is 2.906 / 2.899 eV. The value obtained for the largest force on an atom is 0.1002 hartree/bohr. As for the HOMO-LUMO gap (alpha / beta): 3.46 / 8.59 eV. The net charge is -1. For the calculated total energy, the calculation gives -1019.6728 a.u.